Entry 1:
Entry from the OMol25 dataset: one molecule with the formula CH4N2OS2 at a distorted geometry (ωB97M-V/def2-TZVPD).

The orbital gap is 9.334 eV. As for the SMILES: O=C(NS)NS. The value obtained for the molar mass is 124.19 g mol⁻¹. The calculation puts the LUMO energy at 0.00395 Ha. The maximum force is 3.754 eV Å⁻¹. The energy comes out at -27798.439 eV.

CARTESIAN COORDINATES (ANGSTROEM)
C1 0.95 -0.04 -0.56
H1 -1.73 1.07 1.28
H2 1.17 1.84 -0.40
H3 0.49 -1.99 -0.33
H4 -1.99 -1.29 0.61
N1 0.54 1.18 -0.12
N2 0.16 -1.05 -0.14
O1 2.01 -0.13 -1.17
S1 -0.08 1.38 1.41
S2 -1.53 -0.97 -0.59

Entry 2:
Entry from the OMol25 dataset: one molecule with the formula C9H22O3Si at a distorted geometry (ωB97M-V/def2-TZVPD).

The orbital gap is 10.711 eV. As for the SMILES: CCO[Si](CC(C)C)(OC)OCC. The value obtained for the molar mass is 206.36 g mol⁻¹. The calculation puts the LUMO energy at 0.03431 Ha. The maximum force is 2.046 eV Å⁻¹. The energy comes out at -23713.132 eV.

CARTESIAN COORDINATES (ANGSTROEM)
O1 0.28 1.18 1.60
O2 1.57 -0.86 0.34
O3 0.03 1.07 -1.02
C1 -0.55 2.30 1.62
C2 2.83 -0.38 2.44
C3 2.12 1.40 -2.31
C4 -1.41 -1.70 -1.86
C5 -3.56 -1.56 -0.46
C6 2.07 -1.35 1.55
C7 0.94 2.02 -1.57
C8 -2.16 -1.00 -0.69
C9 -1.35 -0.87 0.59
Si1 0.22 0.12 0.31
H1 0.05 3.17 1.36
H2 -1.38 2.23 0.92
H3 -0.90 2.42 2.65
H4 2.14 0.29 2.95
H5 3.38 -0.95 3.17
H6 3.53 0.24 1.82
H7 2.51 0.57 -1.70
H8 2.93 2.11 -2.52
H9 1.83 1.07 -3.31
H10 -1.90 -1.41 -2.80
H11 -1.43 -2.78 -1.67
H12 -0.39 -1.38 -1.96
H13 -3.97 -1.97 -1.37
H14 -4.23 -0.81 -0.03
H15 -3.56 -2.37 0.28
H16 2.75 -2.17 1.28
H17 1.23 -1.83 2.08
H18 1.24 2.68 -0.76
H19 0.36 2.66 -2.28
H20 -2.28 0.05 -0.98
H21 -1.03 -1.81 0.94
H22 -1.93 -0.38 1.39

Here are the calculated energy above the lowest of the compared OMol25 structures with the same formula, charge and spin numbers, same order: 33.8 5.0 (kcal/mol).